No. 1
A molecular structure, C13H11AsI2MnN2OS4 at a distorted geometry. Source: the OMol25 dataset; level of theory: wB97M-V/def2-TZVPD.

```
! wB97M-V def2-TZVPD RIJCOSX def2/J DEFGRID3
* xyz 0 4
Mn -0.75469 -0.63868 -0.55392
I 1.50729 -0.63709 6.46733
C 0.80698 -1.07754 4.55180
C -0.43896 -1.66664 4.39413
C -0.90821 -1.94317 3.11820
I -2.77763 -2.79347 2.82541
C -0.14086 -1.62585 1.99919
O -0.60054 -1.86920 0.75799
C 1.11985 -1.05658 2.17904
C 1.94392 -0.78585 0.95938
N 1.21286 0.07230 -0.00143
C 1.96008 0.28769 -1.25211
C 1.04155 0.90698 -2.26746
C 1.47788 1.79680 -3.22255
C 0.55575 2.32288 -4.11875
C -0.76924 1.94584 -4.01924
C -1.13898 1.03795 -3.04448
N -0.24644 0.52496 -2.18780
C 1.59146 -0.77464 3.45154
H -1.05046 -1.90116 5.25405
H 2.15851 -1.72113 0.43803
H 2.89413 -0.32481 1.23718
H 1.03523 0.97719 0.43269
H 2.29812 -0.68749 -1.61006
H 2.84737 0.90544 -1.10212
H 2.52149 2.07964 -3.25554
H 0.87334 3.02790 -4.87576
H -1.53014 2.34842 -4.67192
H -2.17159 0.73459 -2.92901
H 2.56879 -0.32658 3.58075
S -4.39046 1.55913 -1.97333
As -3.80023 0.20301 -0.49675
S -2.59070 -1.48455 -1.43242
S -1.87384 0.97215 0.49594
S -5.23161 -0.38840 0.87203
*
```

Results
HOMO level (alpha / beta) in hartree: -0.2751 / -0.2744
Largest force on an atom in eV/A: 1.3
<S²>: 4.167

These are the Löwdin partial charges, in e, on atoms 1 to 8: 0.3120 0.8744 -0.7331 -0.2069 -0.6335 0.9785 -0.4208 -0.3154

No. 2
5 unconnected molecules or ions with the total composition C25H44F4NO12P at a distorted geometry. Source: the OMol25 dataset; level of theory: wB97M-V/def2-TZVPD.

```
! wB97M-V def2-TZVPD RIJCOSX def2/J DEFGRID3
* xyz 0 1
C 2.24785 -0.30789 -1.26884
C 1.56035 0.70586 -1.85101
C 0.46008 1.48732 -1.18985
C -0.89720 0.72974 -1.13421
O -0.69414 -0.69390 -1.02131
C -0.95083 -1.36433 -2.14317
O -0.94530 -2.50157 -2.28607
C -1.27596 -0.26269 -3.16724
C -1.88670 0.85050 -2.31386
C -3.37405 0.57970 -1.90286
F -4.14195 1.65356 -2.09147
F -3.53977 0.27221 -0.61361
C -4.05201 -0.58874 -2.68533
F -3.86578 -1.72995 -2.04904
F -5.38023 -0.35637 -2.65482
P -1.87049 2.43656 -3.29541
N -0.50598 2.73672 -3.98164
O -2.19596 3.65052 -2.30800
O -2.97031 2.38687 -4.47585
H 2.10343 -1.33698 -1.60428
H 2.98777 -0.17807 -0.48279
H 1.78435 0.97038 -2.89153
H 0.33917 2.48187 -1.61699
H 0.74789 1.66480 -0.14624
H -1.25992 0.96813 -0.13911
H -0.27326 -0.04094 -3.54840
H -1.79885 -0.56477 -4.07182
H -3.78914 -0.62854 -3.73855
H 0.15578 1.99148 -3.79345
H -2.64589 3.33803 -1.50030
H -2.51899 1.88859 -5.17458
C -5.42578 6.13213 1.46072
C -5.66773 4.63892 1.39064
O -4.54213 3.94914 0.83762
C -3.49408 3.52442 1.56304
C -3.30337 4.03444 2.96886
O -2.68076 2.79837 1.05349
H -4.59509 6.37337 2.12475
H -6.31643 6.64702 1.82208
H -5.17150 6.52037 0.47414
H -5.94660 4.21732 2.35727
H -6.49715 4.43598 0.71462
H -2.70850 4.94637 2.94220
H -2.76227 3.27469 3.52812
H -4.23429 4.21558 3.50203
C 7.95581 -1.26577 0.05524
C 7.54480 -0.86596 -1.34666
O 6.20765 -0.36053 -1.37909
C 5.88813 0.92951 -1.15365
C 6.92084 1.84555 -0.53840
O 4.76968 1.30508 -1.37658
H 7.96350 -0.40953 0.73050
H 8.95202 -1.70942 0.05022
H 7.25072 -1.99041 0.46327
H 8.24115 -0.15682 -1.79687
H 7.54193 -1.74571 -1.98903
H 6.83786 1.79676 0.54675
H 6.71096 2.86134 -0.86468
H 7.94223 1.62238 -0.83908
C 0.38699 -0.76144 6.54723
C -0.51061 0.44464 6.36373
O 0.05763 1.39043 5.45482
C -0.10958 1.33541 4.11636
C -0.65566 0.07001 3.49510
O 0.24415 2.25983 3.43844
H 0.51527 -1.31142 5.61458
H -0.03038 -1.43972 7.29233
H 1.37862 -0.44757 6.87416
H -1.52050 0.16653 6.05754
H -0.60958 0.97146 7.31233
H 0.17244 -0.59845 3.26149
H -1.16627 0.33843 2.57224
H -1.38183 -0.44898 4.11733
C -1.42699 -6.30120 -1.53337
C -0.32569 -5.35390 -1.10549
O 0.53121 -5.95670 -0.12535
C 1.59866 -6.71480 -0.43170
C 1.75257 -7.22518 -1.84687
O 2.36893 -7.03201 0.43444
H -1.02549 -7.19222 -2.01847
H -2.10621 -5.80632 -2.22823
H -1.99483 -6.63760 -0.66513
H 0.25008 -4.97707 -1.95021
H -0.76447 -4.48452 -0.62285
H 1.24135 -8.18288 -1.93705
H 2.81258 -7.36915 -2.04282
H 1.38203 -6.53826 -2.60449
*
```

Results
HOMO level in hartree: -0.2724
Largest force on an atom in eV/A: 5.5
SMILES: C=CC[C@@H]1OC(=O)C[C@]1(C(F)(F)C(F)F)P(=N)(O)O.CCOC(C)=O.CCOC(C)=O.CCOC(C)=O.CCOC(C)=O

These are the Löwdin partial charges, in e, on atoms 1 to 8: 0.0249 -0.1729 -0.1209 -0.2091 0.0644 -0.5214 0.1868 -0.0408

No. 3
2 unconnected molecules or ions with the total composition C5H10N2O at a distorted geometry. Source: the OMol25 dataset; level of theory: wB97M-V/def2-TZVPD.

```
! wB97M-V def2-TZVPD RIJCOSX def2/J DEFGRID3
* xyz 0 1
H -2.43655 0.54227 -1.38878
N -2.62490 0.93022 -0.44638
C -1.90001 0.28550 0.40008
C -1.02235 -0.90204 -0.07107
C -0.54242 -1.82654 1.00684
O -1.05545 -1.18150 -1.26325
H -2.01584 0.41312 1.48573
H -0.24952 -1.24953 1.88798
H -1.31364 -2.56369 1.23740
H 0.34460 -2.35864 0.65353
H 2.17648 -0.11822 1.55218
N 2.16863 -0.10121 0.52645
C 1.54631 0.93657 0.09239
C 1.51067 1.31844 -1.34961
H 0.93738 1.58357 0.80538
H 0.47638 1.42108 -1.68503
H 1.97592 2.29840 -1.48375
H 2.02432 0.57218 -1.96010
*
```

Results
HOMO level in hartree: -0.3700
Energy relative to the best compared isomer or geometry (same formula, charge and spin) in kcal per mole: 45.20
Largest force on an atom in eV/A: 2.2
SMILES: [H]/N=C\C(C)=O.[H]/N=C/C

These are the Löwdin partial charges, in e, on atoms 1 to 8: 0.0587 0.1157 -0.1688 -0.4396 -0.0398 0.0587 0.1029 0.0724

No. 4
A gas-phase ion, C2H3O3PS (charge -2) at a distorted geometry. Source: the OMol25 dataset; level of theory: wB97M-V/def2-TZVPD.

```
! wB97M-V def2-TZVPD RIJCOSX def2/J DEFGRID3
* xyz -2 1
C -0.15279 -1.25580 -0.00790
C 0.01546 1.37523 -0.34142
O 2.38125 2.67706 0.04299
O 1.08727 1.99778 2.06138
O 2.34176 0.23904 0.56954
P 1.60344 1.56528 0.73049
S -0.28119 -0.02820 -1.21418
H 0.48652 -2.10556 -0.30697
H 0.35860 -0.85732 0.87415
H -0.70704 2.23128 -0.69238
*
```

Results
HOMO level (alpha / beta) in hartree: 0.0259 / 0.0248
Energy relative to the best compared isomer or geometry (same formula, charge and spin) in kcal per mole: 76.46
Largest force on an atom in eV/A: 2.3

These are the Löwdin partial charges, in e, on atoms 1 to 8: -0.4911 -0.5397 -0.4982 -0.4786 -0.4884 -0.0832 0.6578 -0.0518